Record 1
This record from the Open Molecules 2025 dataset describes C12H25F6MoN4O6S2Se2 as an isolated structure. The level of theory is wB97M-V/def2-TZVPD.

```
58
C12H25F6MoN4O6S2Se2, DFT wB97M-V/def2-TZVPD
Mo 12.158 3.824 11.613
F 16.581 6.487 13.482
C 15.967 5.389 12.973
F 15.692 4.536 13.987
F 16.747 4.780 12.079
S 14.497 6.043 11.930
O 14.007 4.868 11.197
O 15.050 7.125 11.131
N 13.408 6.622 12.898
S 12.481 5.965 13.984
O 11.227 6.699 14.022
O 12.428 4.501 13.712
C 13.058 5.886 15.830
F 11.922 5.826 16.561
F 13.811 4.798 16.071
F 13.750 7.028 16.050
C 9.594 2.805 14.110
Se 9.998 2.583 12.227
C 10.574 0.517 12.322
C 11.864 0.339 13.054
Se 13.351 1.568 12.276
C 14.455 1.676 13.870
H 8.899 2.037 14.468
H 9.203 3.815 14.230
H 10.544 2.752 14.652
H 10.659 0.288 11.238
H 9.718 0.001 12.800
H 12.303 -0.673 12.943
H 11.792 0.626 14.119
H 13.946 2.371 14.541
H 15.371 2.159 13.521
H 14.633 0.691 14.311
C 12.669 0.812 8.100
N 12.774 2.152 7.625
C 13.153 2.247 6.183
C 12.411 3.180 8.411
C 12.738 4.557 7.861
O 11.840 3.063 9.553
H 13.459 0.193 7.678
H 11.697 0.385 7.832
H 12.758 0.806 9.189
H 12.962 1.258 5.737
H 14.240 2.464 6.068
H 12.557 2.991 5.658
H 13.775 4.550 7.520
H 12.603 5.274 8.686
H 12.064 4.806 7.033
C 11.664 8.404 10.271
N 10.395 7.885 10.771
C 10.218 6.579 11.009
N 9.004 6.201 11.530
O 11.107 5.695 10.709
H 12.133 9.037 11.031
H 11.533 8.985 9.359
H 12.288 7.550 10.055
H 9.650 8.524 10.972
H 8.554 6.852 12.162
H 8.907 5.221 11.779
```

Computed properties:
HOMO-LUMO gap (alpha / beta), eV: 5.02 / 6.09
LUMO (alpha / beta), eV: -13.42 / -12.36
HOMO level (alpha / beta), hartree: -0.6777 / -0.6781
Energy relative to the best compared isomer or geometry (same formula, charge and spin), kcal per mole: 0.00
Spin multiplicity: 3
Total charge: +3
⟨S²⟩: 2.047

Results of the Mulliken charge analysis, in e, for atoms 1 through 5: atom 1 (Mo): 2.558, atom 2 (F): -0.162, atom 3 (C): 0.417, atom 4 (F): -0.134, atom 5 (F): -0.179

---

Record 2
This record from the Open Molecules 2025 dataset describes one molecule with the formula C3H4OS. The level of theory is wB97M-V/def2-TZVPD.

```
9
C3H4OS, DFT wB97M-V/def2-TZVPD
O -1.815 -0.822 -1.627
C -0.982 -0.503 -0.835
C -0.455 0.646 -0.030
C -0.086 -0.817 0.301
S 1.718 -1.196 -0.184
H 0.453 1.091 -0.549
H -1.096 1.356 0.608
H -0.266 -1.185 1.355
H 2.047 -0.687 1.042
```

Computed properties:
HOMO-LUMO gap, eV: 9.62
LUMO, eV: 0.16
HOMO level, hartree: -0.3475
Structure (SMILES): O=C1C[C@@H]1S
Energy relative to the best compared isomer or geometry (same formula, charge and spin), kcal per mole: 51.13

Results of the Mulliken charge analysis, in e, for atoms 1 through 5: atom 1 (O): -0.460, atom 2 (C): 0.420, atom 3 (C): -0.483, atom 4 (C): -0.275, atom 5 (S): -0.205

---

Record 3
This record from the Open Molecules 2025 dataset describes C2H4NO2 as an isolated structure. The level of theory is wB97M-V/def2-TZVPD.

```
9
C2H4NO2, DFT wB97M-V/def2-TZVPD
C 1.798 -0.252 -0.045
C -0.735 -0.280 0.069
N -1.692 0.624 0.085
O -0.688 -1.419 -0.178
O 0.885 0.487 0.139
H 2.715 0.065 0.251
H 1.746 -1.259 -0.466
H -2.661 0.483 -0.180
H -1.367 1.551 0.324
```

Computed properties:
HOMO-LUMO gap, eV: 11.20
LUMO, eV: -5.81
HOMO level, hartree: -0.6253
Energy relative to the best compared isomer or geometry (same formula, charge and spin), kcal per mole: 23.75
Total charge: +1

Results of the Mulliken charge analysis, in e, for atoms 1 through 5: atom 1 (C): 0.008, atom 2 (C): 0.720, atom 3 (N): -0.298, atom 4 (O): -0.305, atom 5 (O): -0.252

---

Record 4
This record from the Open Molecules 2025 dataset describes one molecule with the formula C18H23N5OS. The level of theory is wB97M-V/def2-TZVPD.

```
48
C18H23N5OS, DFT wB97M-V/def2-TZVPD
N -10.555 0.850 -0.874
C -9.556 0.432 -0.494
C -8.309 -0.054 0.008
N -8.110 -1.305 0.206
N -6.866 -1.507 0.678
C -6.032 -0.409 0.875
N -4.853 -0.332 1.301
C -4.127 -1.531 1.676
C -3.022 -1.837 0.668
C -2.289 -3.154 1.017
C -0.813 -2.874 0.742
C -0.671 -1.428 1.202
N 0.579 -0.826 0.791
C 1.076 0.275 1.411
O 0.545 0.800 2.371
C 2.318 0.771 0.823
C 3.344 1.176 0.347
C 4.586 1.670 -0.246
C 5.239 0.607 -1.141
C 6.530 1.134 -1.760
C 6.285 2.423 -2.539
C 5.634 3.481 -1.652
C 4.339 2.966 -1.034
C -1.925 -0.751 0.633
S -6.973 1.014 0.378
H -6.603 -2.455 0.878
H -3.671 -1.353 2.654
H -4.763 -2.421 1.790
H -3.487 -1.923 -0.317
H -2.416 -3.370 2.082
H -2.675 -4.011 0.466
H -0.134 -3.558 1.250
H -0.613 -2.932 -0.334
H -0.703 -1.388 2.293
H 1.043 -1.154 -0.039
H 5.275 1.899 0.575
H 5.427 -0.296 -0.559
H 4.532 0.338 -1.932
H 7.257 1.328 -0.963
H 6.970 0.372 -2.406
H 7.221 2.799 -2.957
H 5.623 2.209 -3.386
H 6.330 3.758 -0.853
H 5.436 4.391 -2.223
H 3.607 2.761 -1.821
H 3.896 3.715 -0.375
H -1.721 -0.445 -0.396
H -2.203 0.145 1.188
```

Computed properties:
HOMO-LUMO gap, eV: 8.95
LUMO, eV: 0.10
HOMO level, hartree: -0.3253
Structure (SMILES): N#Cc1n[nH]/c(=N\C[C@@H]2CC[C@@H](NC(=O)C#CC3CCCCC3)C2)s1
Energy relative to the best compared isomer or geometry (same formula, charge and spin), kcal per mole: 62.79

Results of the Mulliken charge analysis, in e, for atoms 1 through 5: atom 1 (N): -0.402, atom 2 (C): 0.349, atom 3 (C): 0.344, atom 4 (N): -1.066, atom 5 (N): 0.518

---

Record 5
This record from the Open Molecules 2025 dataset describes an isolated ion of composition C3H4NO2S and charge -1. The level of theory is wB97M-V/def2-TZVPD.

```
11
C3H4NO2S, DFT wB97M-V/def2-TZVPD
O 1.135 1.452 -0.796
C 0.868 0.139 -0.387
O 0.874 -0.153 0.996
C -0.486 -0.412 1.365
N -1.292 -0.605 0.221
C -0.562 -0.330 -0.841
S -0.973 -0.488 -2.410
H 0.281 1.773 -1.299
H 1.589 -0.585 -0.987
H -0.878 0.460 2.095
H -0.556 -1.252 2.044
```

Computed properties:
HOMO-LUMO gap, eV: 7.35
LUMO, eV: 3.91
HOMO level, hartree: -0.1263
Structure (SMILES): O[C@H]1OCN=C1[S-]
Energy relative to the best compared isomer or geometry (same formula, charge and spin), kcal per mole: 14.42
Total charge: -1

Results of the Mulliken charge analysis, in e, for atoms 1 through 5: atom 1 (O): -0.484, atom 2 (C): 0.438, atom 3 (O): -0.341, atom 4 (C): -0.161, atom 5 (N): -0.572

---

Record 6
This record from the Open Molecules 2025 dataset describes a 4-piece molecular cluster, C2H11NO4 overall. The level of theory is wB97M-V/def2-TZVPD.

```
18
C2H11NO4, DFT wB97M-V/def2-TZVPD
N 1.970 -1.274 1.598
C 2.672 -0.240 0.692
C 1.628 0.725 0.243
O 1.045 1.439 1.027
H 1.056 -1.598 1.342
H 1.972 -0.791 2.494
H 3.278 -0.803 0.019
H 3.289 0.211 1.464
H 1.278 0.723 -0.797
O -2.181 -1.474 -1.457
H -1.699 -0.830 -1.972
H -1.830 -2.351 -1.312
O -1.206 1.973 -1.301
H -0.592 1.438 -0.785
H -1.821 2.204 -0.590
O -2.792 0.413 0.114
H -2.560 0.463 -0.818
H -3.506 -0.228 0.040
```

Computed properties:
HOMO-LUMO gap, eV: 10.06
LUMO, eV: 0.29
HOMO level, hartree: -0.3589
Structure (SMILES): NCC=O.O.O.O
Energy relative to the best compared isomer or geometry (same formula, charge and spin), kcal per mole: 65.73

Results of the Mulliken charge analysis, in e, for atoms 1 through 5: atom 1 (N): -0.579, atom 2 (C): -0.564, atom 3 (C): 0.107, atom 4 (O): -0.474, atom 5 (H): 0.235

---

Record 7
This record from the Open Molecules 2025 dataset describes a 2-piece molecular cluster, C3H8O4 overall. The level of theory is wB97M-V/def2-TZVPD.

```
15
C3H8O4, DFT wB97M-V/def2-TZVPD
C 0.390 1.038 -1.967
C -0.011 0.436 1.350
C -0.531 -1.452 -0.017
O 1.459 1.240 -1.331
O 2.175 0.218 -0.921
O -0.648 -0.042 0.133
O -0.701 0.045 2.482
H -1.613 0.358 2.424
H -0.182 1.929 -2.182
H 0.158 0.093 -2.446
H 0.025 1.528 1.227
H 1.005 0.033 1.439
H -1.166 -1.738 -0.854
H 0.513 -1.714 -0.218
H -0.872 -1.970 0.882
```

Computed properties:
HOMO-LUMO gap (alpha / beta), eV: 9.20 / 9.21
LUMO (alpha / beta), eV: -0.05 / -0.05
HOMO level (alpha / beta), hartree: -0.3402 / -0.3403
Energy relative to the best compared isomer or geometry (same formula, charge and spin), kcal per mole: 146.17

Results of the Mulliken charge analysis, in e, for atoms 1 through 5: atom 1 (C): -0.130, atom 2 (C): -0.210, atom 3 (C): -0.695, atom 4 (O): 0.069, atom 5 (O): -0.540

---

Record 8
This record from the Open Molecules 2025 dataset describes a 2-piece molecular cluster, C31H43N4O2 overall. The level of theory is wB97M-V/def2-TZVPD.

```
80
C31H43N4O2, DFT wB97M-V/def2-TZVPD
C 3.711 -2.033 -3.513
N 2.972 -1.563 -2.356
C 3.676 -1.253 -1.211
O 4.864 -1.403 -1.021
C 2.698 -0.610 -0.245
C 3.105 0.843 0.034
C 3.267 1.639 -1.229
C 4.441 1.556 -1.958
C 4.585 2.226 -3.155
C 3.547 2.987 -3.647
C 2.366 3.069 -2.943
C 2.227 2.396 -1.745
N 1.363 -0.680 -0.900
C 0.242 -0.144 -0.325
C -0.909 0.161 -1.026
C -2.156 0.247 -0.432
C -3.387 0.208 -1.150
C -4.591 -0.094 -0.480
C -5.743 -0.351 -1.185
C -5.745 -0.286 -2.568
C -4.595 0.084 -3.247
C -3.435 0.333 -2.553
C 1.503 -1.348 -2.234
C 0.735 -2.707 -2.337
C 1.353 -3.659 -1.304
C 0.877 -3.294 -3.755
C -0.767 -2.555 -2.047
H 4.664 -1.508 -3.559
H 3.921 -3.095 -3.411
H 3.166 -1.850 -4.436
H 2.658 -1.194 0.685
H 2.355 1.325 0.669
H 4.048 0.862 0.593
H 5.229 0.922 -1.593
H 5.507 2.152 -3.707
H 3.659 3.510 -4.583
H 1.553 3.662 -3.329
H 1.297 2.437 -1.209
H 0.229 -0.073 0.748
H -0.838 0.187 -2.098
H -2.196 0.118 0.636
H -4.586 -0.175 0.593
H -6.646 -0.632 -0.665
H -6.641 -0.518 -3.120
H -4.607 0.160 -4.323
H -2.547 0.621 -3.087
H 1.169 -0.650 -3.007
H 1.235 -3.248 -0.302
H 0.888 -4.645 -1.325
H 2.420 -3.784 -1.490
H 0.544 -2.575 -4.505
H 1.906 -3.569 -3.977
H 0.274 -4.197 -3.869
H -1.248 -1.890 -2.764
H -1.278 -3.516 -2.103
H -0.937 -2.167 -1.046
C 0.340 -1.317 4.539
N 0.096 0.115 4.505
C 0.934 0.949 5.363
C -0.940 0.619 3.723
C -1.356 2.067 3.861
C -1.852 2.402 5.290
C -3.377 2.628 5.173
C -3.736 2.282 3.722
N -2.482 2.364 2.949
O -1.537 -0.084 2.933
H -0.387 -1.843 3.924
H 1.338 -1.543 4.169
H 0.255 -1.680 5.561
H 0.830 2.002 5.112
H 0.654 0.801 6.405
H 1.978 0.670 5.235
H -0.513 2.705 3.563
H -1.627 1.569 5.964
H -1.344 3.287 5.691
H -3.943 2.009 5.880
H -3.638 3.668 5.398
H -4.145 1.266 3.654
H -4.482 2.966 3.297
H -2.471 1.657 2.206
```

Computed properties:
HOMO-LUMO gap, eV: 6.38
LUMO, eV: -4.65
HOMO level, hartree: -0.4057
Energy relative to the best compared isomer or geometry (same formula, charge and spin), kcal per mole: 0.00
Total charge: +1

Results of the Mulliken charge analysis, in e, for atoms 1 through 5: atom 1 (C): -1.341, atom 2 (N): 0.619, atom 3 (C): -0.161, atom 4 (O): -0.641, atom 5 (C): 0.122

---

- Which of these has the highest energy relative to the best compared isomer or geometry (same formula, charge and spin)?
  C3H8O4